Record 1
Entry from the OMol25 dataset: the molecule C6H12 (ωB97M-V with the def2-TZVPD basis set).

```
! RIJCOSX wB97M-V def2-TZVPD def2/J DEFGRID3
* xyz 0 1
C 1.989 -0.114 0.872
C 1.178 0.809 0.030
C -0.117 1.193 0.681
C -1.344 0.839 -0.185
C -1.382 -0.668 -0.457
C -0.115 -1.112 -1.198
H 1.445 -0.769 1.575
H 2.568 0.597 1.487
H 2.723 -0.694 0.301
H 0.639 -0.288 -1.206
H -0.078 2.290 0.762
H -0.271 0.778 1.695
H -2.255 1.164 0.334
H -1.291 1.386 -1.134
H -1.479 -1.195 0.501
H -2.274 -0.922 -1.041
H 0.357 -1.995 -0.756
H -0.291 -1.298 -2.261
*
```

Values from the calculation:
LUMO level, eV: 0.6405
Gap between HOMO and LUMO, eV: 8.6
E_tot, eV: -6413.0021
Energy above the lowest of the compared OMol25 structures with the same formula, charge and spin, kcal per mole: 90.8
Highest occupied orbital energy, eV: -7.9275

Record 2
Entry from the OMol25 dataset: a 2-piece molecular cluster, C6H12 overall (ωB97M-V with the def2-TZVPD basis set).

```
! RIJCOSX wB97M-V def2-TZVPD def2/J DEFGRID3
* xyz 0 1
C 0.363 -0.342 -1.899
C -0.008 1.061 -1.481
C -0.840 1.279 -0.250
C 0.614 1.666 -0.254
H 1.242 -0.344 -2.555
H -0.460 -0.829 -2.436
H 0.596 -0.955 -1.020
H -0.193 1.750 -2.304
H -1.118 0.398 0.322
H -1.585 2.070 -0.259
H 1.301 1.044 0.316
H 0.869 2.723 -0.264
C -0.579 -2.037 1.821
C 0.319 -1.136 2.207
H -1.645 -1.882 1.975
H -0.288 -2.967 1.337
H 1.385 -1.292 2.058
H 0.026 -0.206 2.689
*
```

Values from the calculation:
LUMO level, eV: 1.2631
Gap between HOMO and LUMO, eV: 11.3
E_tot, eV: -6414.8496
SMILES: CC1CC1.C=C
Energy above the lowest of the compared OMol25 structures with the same formula, charge and spin, kcal per mole: 48.2
Highest occupied orbital energy, eV: -10.0726

Record 3
Entry from the OMol25 dataset: the molecule C6H12 at a distorted geometry (ωB97M-V with the def2-TZVPD basis set).

```
! RIJCOSX wB97M-V def2-TZVPD def2/J DEFGRID3
* xyz 0 1
C 1.906 0.985 -0.575
C 1.346 -0.211 0.194
C 0.117 -0.807 -0.474
C -0.873 -1.618 0.302
C -1.299 -0.299 -0.272
C -1.626 0.886 0.590
H 2.201 0.694 -1.590
H 1.155 1.778 -0.664
H 2.786 1.408 -0.079
H 1.079 0.093 1.215
H 2.130 -0.975 0.310
H 0.169 -0.965 -1.538
H -0.729 -1.626 1.380
H -1.279 -2.537 -0.105
H -1.947 -0.396 -1.151
H -2.629 0.796 1.013
H -1.584 1.824 0.023
H -0.923 0.973 1.421
*
```

Values from the calculation:
LUMO level, eV: 1.2443
Gap between HOMO and LUMO, eV: 10.9
E_tot, eV: -6415.8174
SMILES: CC[C@H]1C[C@H]1C
Energy above the lowest of the compared OMol25 structures with the same formula, charge and spin, kcal per mole: 25.9
Highest occupied orbital energy, eV: -9.6114

Record 4
Entry from the OMol25 dataset: the molecule C6H12 at a distorted geometry (ωB97M-V with the def2-TZVPD basis set).

```
! RIJCOSX wB97M-V def2-TZVPD def2/J DEFGRID3
* xyz 0 1
C 2.416 -0.014 -0.181
C 1.097 -0.561 -0.381
C -0.338 0.004 0.023
C -0.338 1.521 0.000
C -0.542 -0.668 1.328
C -1.338 -0.495 -1.064
H 2.601 1.064 0.160
H 3.207 -0.745 -0.397
H 0.958 -1.545 -0.799
H -1.305 1.896 0.594
H -0.307 1.950 -0.960
H 0.465 1.947 0.635
H -0.136 -1.779 1.339
H -1.676 -0.612 1.662
H -0.062 -0.112 2.216
H -0.929 -0.133 -2.063
H -1.448 -1.580 -1.244
H -2.325 -0.137 -0.868
*
```

Values from the calculation:
LUMO level, eV: 0.9323
Gap between HOMO and LUMO, eV: 10.1
E_tot, eV: -6414.7046
SMILES: C=CC(C)(C)C
Energy above the lowest of the compared OMol25 structures with the same formula, charge and spin, kcal per mole: 51.6
Highest occupied orbital energy, eV: -9.2091

Record 5
Entry from the OMol25 dataset: C6H12AsF6O6Rb as an isolated structure at a distorted geometry (ωB97M-V with the def2-TZVPD basis set).

```
! RIJCOSX wB97M-V def2-TZVPD def2/J DEFGRID3
* xyz 0 1
Rb 1.116 1.341 -0.630
As 3.575 2.313 2.175
F 2.042 1.390 1.993
F 3.859 1.517 3.756
F 5.050 3.316 2.416
F 3.225 2.974 0.526
F 2.656 3.648 2.950
F 4.437 0.818 1.559
C -3.115 0.313 -0.891
O -3.306 0.959 -2.161
C -2.284 1.359 -2.862
O -1.160 1.612 -2.504
O -2.676 1.320 -4.132
C -1.655 1.310 -5.180
H -3.948 -0.321 -0.590
H -2.989 1.111 -0.158
H -2.270 -0.376 -0.879
H -1.128 2.263 -5.115
H -2.027 1.508 -6.185
H -0.955 0.486 -5.041
C -0.966 -1.374 3.261
O -0.652 -0.975 1.889
C 0.119 -1.693 1.018
O 0.371 -1.280 -0.132
O 0.446 -2.924 1.567
C 1.189 -3.865 0.788
H -0.129 -1.920 3.695
H -1.826 -2.043 3.223
H -1.228 -0.486 3.836
H 1.563 -4.535 1.562
H 2.015 -3.393 0.255
H 0.651 -4.374 -0.011
*
```

Values from the calculation:
LUMO level, eV: -0.2753
Gap between HOMO and LUMO, eV: 11.5
E_tot, eV: -96504.2132
Energy above the lowest of the compared OMol25 structures with the same formula, charge and spin, kcal per mole: 37.0
Highest occupied orbital energy, eV: -11.7685

Record 6
Entry from the OMol25 dataset: C6H12AsF7O6Rb as an isolated structure at a distorted geometry (ωB97M-V with the def2-TZVPD basis set).

```
! RIJCOSX wB97M-V def2-TZVPD def2/J DEFGRID3
* xyz -1 1
Rb 1.103 -0.565 -1.803
As -0.060 2.372 -3.850
F -0.941 1.329 -2.775
F 1.362 2.205 -2.840
F 0.791 3.443 -4.908
F -1.458 2.504 -4.825
F -0.568 3.720 -2.881
F 0.515 1.028 -4.732
F 2.590 -1.799 -3.899
C 2.897 -3.108 1.421
O 2.600 -2.205 2.482
C 1.869 -1.146 2.145
O 1.652 -0.789 1.015
O 1.463 -0.536 3.250
C 0.671 0.634 3.041
H 3.471 -3.920 1.858
H 3.465 -2.633 0.623
H 1.990 -3.537 0.988
H 1.145 1.323 2.344
H 0.595 1.133 4.004
H -0.326 0.362 2.703
C -2.238 2.203 -0.310
O -2.216 1.283 0.810
C -1.938 0.020 0.561
O -1.409 -0.455 -0.410
O -2.318 -0.706 1.632
C -2.036 -2.093 1.532
H -3.000 2.938 -0.068
H -2.509 1.692 -1.226
H -1.265 2.666 -0.428
H -2.565 -2.572 2.351
H -0.965 -2.292 1.615
H -2.370 -2.499 0.578
*
```

Values from the calculation:
LUMO level, eV: 1.9436
Gap between HOMO and LUMO, eV: 6.5
E_tot, eV: -99225.0723
Energy above the lowest of the compared OMol25 structures with the same formula, charge and spin, kcal per mole: 0.0
Highest occupied orbital energy, eV: -4.5487

Record 7
Entry from the OMol25 dataset: C6H12AsF7O6Rb as an isolated structure at a distorted geometry (ωB97M-V with the def2-TZVPD basis set).

```
! RIJCOSX wB97M-V def2-TZVPD def2/J DEFGRID3
* xyz 0 2
Rb -0.438 2.316 0.495
As 0.005 -1.919 0.917
F -1.606 -1.733 1.701
F 0.328 -3.504 1.700
F 1.607 -2.015 0.119
F -0.262 -0.284 0.156
F 0.703 -1.045 2.305
F -0.763 -2.797 -0.466
F -2.498 1.254 2.311
C -3.747 -3.533 -2.525
O -3.997 -3.054 -1.207
C -3.834 -1.818 -0.725
O -4.114 -1.520 0.426
O -3.396 -0.935 -1.654
C -3.170 0.429 -1.254
H -4.297 -4.454 -2.714
H -2.669 -3.603 -2.674
H -4.170 -2.976 -3.361
H -4.142 0.761 -0.891
H -2.954 1.045 -2.127
H -2.374 0.529 -0.516
C 3.585 4.556 -0.210
O 4.243 3.564 0.572
C 3.666 2.375 0.789
O 2.545 1.998 0.465
O 4.661 1.577 1.416
C 4.278 0.316 1.879
H 4.121 5.502 -0.135
H 2.605 4.725 0.235
H 3.502 4.289 -1.263
H 3.975 0.415 2.921
H 5.207 -0.250 1.810
H 3.400 -0.212 1.505
*
```

Values from the calculation:
LUMO level (alpha / beta), eV: -1.1376 / -5.0677
Gap between HOMO and LUMO (alpha / beta), eV: 9.2 / 5.2
E_tot, eV: -99217.9593
Highest occupied orbital energy (alpha / beta), eV: -10.2931 / -10.2848

Record 8
Entry from the OMol25 dataset: an isolated ion of composition C6H12BClN3O2 and charge +1 (ωB97M-V with the def2-TZVPD basis set).

```
! RIJCOSX wB97M-V def2-TZVPD def2/J DEFGRID3
* xyz 1 1
C 2.416 -2.379 0.170
C 2.605 -1.020 -0.500
C 2.266 0.128 0.468
Cl 3.571 1.296 0.620
N 1.046 0.840 0.034
C -0.186 0.612 0.441
N -0.982 1.430 -0.239
C -2.456 1.548 -0.127
B -3.114 0.132 0.214
O -3.421 -0.116 1.515
O -3.210 -0.753 -0.817
C -0.162 2.142 -1.061
N 1.081 1.795 -0.909
H 2.631 -3.177 -0.535
H 3.087 -2.493 1.020
H 1.382 -2.502 0.494
H 3.623 -0.893 -0.854
H 1.944 -0.949 -1.363
H 2.060 -0.246 1.467
H -0.464 -0.098 1.202
H -2.801 1.898 -1.097
H -2.670 2.314 0.614
H -3.924 -0.927 1.653
H -3.822 -1.481 -0.657
H -0.501 2.899 -1.749
*
```

Values from the calculation:
LUMO level, eV: -3.1883
Gap between HOMO and LUMO, eV: 11.2
E_tot, eV: -28177.0857
SMILES: CC[C@@H](Cl)n1c[n+](CB(O)O)cn1
Highest occupied orbital energy, eV: -14.3529

Record 9
Entry from the OMol25 dataset: C6H12BeN2PS as an isolated structure at a distorted geometry (ωB97M-V with the def2-TZVPD basis set).

```
! RIJCOSX wB97M-V def2-TZVPD def2/J DEFGRID3
* xyz -1 1
C 2.256 0.213 -1.046
C 3.457 0.421 -0.211
C 3.263 1.666 0.426
C 2.069 2.279 -0.032
C 1.421 1.368 -0.953
Be -1.116 0.122 -1.431
P -0.545 -1.913 -1.336
H 2.049 -0.690 -1.617
H 4.234 -0.288 -0.043
H 3.930 2.092 1.183
H 0.418 1.554 -1.486
H 1.688 3.247 0.197
H -0.493 -3.006 -0.407
H 0.623 -2.431 -1.951
H -1.358 -2.682 -2.225
N -2.894 -1.269 0.807
C -2.579 0.017 1.057
N -2.560 0.401 2.338
S -2.208 1.127 -0.213
H -3.292 -1.854 1.520
H -3.008 -1.600 -0.167
H -2.338 1.350 2.512
H -3.019 -0.126 3.080
*
```

Values from the calculation:
LUMO level (alpha / beta), eV: 2.1984 / 2.1024
Gap between HOMO and LUMO (alpha / beta), eV: 3.1 / 3.0
E_tot, eV: -29917.9979
Energy above the lowest of the compared OMol25 structures with the same formula, charge and spin, kcal per mole: 29.1
Highest occupied orbital energy (alpha / beta), eV: -0.8599 / -0.9266

Record 10
Entry from the OMol25 dataset: C6H12Br9N3O6 as an isolated structure at a distorted geometry (ωB97M-V with the def2-TZVPD basis set).

```
! RIJCOSX wB97M-V def2-TZVPD def2/J DEFGRID3
* xyz 0 1
C 2.490 -1.174 0.681
N 3.562 -1.798 -0.146
O 3.850 -1.293 -1.210
O 4.093 -2.789 0.306
H 2.283 -1.885 1.467
H 1.687 -0.944 -0.017
H 2.856 -0.222 1.057
C -1.503 -1.062 3.963
N -0.973 0.131 3.244
O -1.699 1.127 3.275
O 0.134 0.085 2.755
H -2.305 -0.788 4.633
H -0.703 -1.584 4.472
H -1.921 -1.667 3.160
C -0.660 2.313 -0.498
N 0.090 1.214 -1.141
O -0.517 0.300 -1.587
O 1.246 1.361 -1.311
H -0.067 3.208 -0.627
H -0.914 2.105 0.535
H -1.614 2.339 -1.016
C -1.421 -2.924 -1.476
Br -3.240 -2.713 -2.166
Br -0.540 -4.505 -2.140
Br -1.433 -2.830 0.454
H -0.956 -2.036 -1.876
C 4.500 1.752 -0.491
Br 6.109 0.706 -0.524
Br 4.783 3.235 -1.769
Br 4.030 2.418 1.245
H 3.716 1.174 -0.960
C -5.127 1.478 -2.464
Br -6.105 -0.078 -3.023
Br -3.846 2.075 -3.799
Br -4.091 1.010 -0.861
H -5.794 2.262 -2.147
*
```

Values from the calculation:
LUMO level, eV: -0.4197
Gap between HOMO and LUMO, eV: 9.5
E_tot, eV: -653544.6033
Energy above the lowest of the compared OMol25 structures with the same formula, charge and spin, kcal per mole: 9.8
Highest occupied orbital energy, eV: -9.9388

Record 11
Entry from the OMol25 dataset: C6H12BrN2W as an isolated structure at a distorted geometry (ωB97M-V with the def2-TZVPD basis set).

```
! RIJCOSX wB97M-V def2-TZVPD def2/J DEFGRID3
* xyz 1 3
C -1.678 -0.290 -0.904
W 0.990 -0.019 -0.340
N 2.096 0.742 -1.987
H 1.544 -1.651 -0.193
H -1.930 0.658 -0.450
H -2.253 -1.047 -0.349
H -0.613 -0.745 -0.986
H -2.116 -0.288 -1.918
H 3.082 0.443 -1.957
H 2.112 1.766 -2.024
H 1.735 0.417 -2.888
Br 3.970 -0.596 3.948
C 2.737 0.578 3.099
C 2.798 1.951 3.320
C 1.850 2.767 2.694
C 0.958 2.208 1.785
N 1.143 0.908 1.386
C 1.809 0.028 2.222
H 3.570 2.353 3.961
H 1.821 3.839 2.888
H 0.138 2.772 1.330
H 1.635 -1.029 2.083
*
```

Values from the calculation:
LUMO level (alpha / beta), eV: -3.7243 / -3.9166
Gap between HOMO and LUMO (alpha / beta), eV: 6.4 / 6.6
E_tot, eV: -81253.0339
Energy above the lowest of the compared OMol25 structures with the same formula, charge and spin, kcal per mole: 2.7
Highest occupied orbital energy (alpha / beta), eV: -10.0996 / -10.4906

Record 12
Entry from the OMol25 dataset: a 6-piece molecular cluster, C6H12Cl12 overall (ωB97M-V with the def2-TZVPD basis set).

```
! RIJCOSX wB97M-V def2-TZVPD def2/J DEFGRID3
* xyz 0 1
Cl -1.860 -4.116 -3.026
C -2.621 -2.550 -3.352
Cl -4.078 -2.303 -2.387
H -1.898 -1.786 -3.092
H -2.862 -2.511 -4.406
Cl -3.058 -3.458 2.340
C -3.191 -2.214 1.098
Cl -4.839 -1.571 0.965
H -2.530 -1.390 1.334
H -2.911 -2.627 0.135
Cl -0.230 -1.517 4.207
C -0.298 0.213 3.894
Cl -1.823 0.695 3.162
H -0.170 0.745 4.830
H 0.518 0.461 3.225
Cl 0.046 -1.702 0.632
C -0.021 -0.083 -0.108
Cl -1.429 0.112 -1.134
H -0.021 0.658 0.684
H 0.872 0.026 -0.707
Cl 2.158 2.998 2.371
C 3.659 2.450 1.591
Cl 3.369 1.114 0.479
H 4.065 3.282 1.032
H 4.315 2.109 2.381
Cl 1.707 1.592 -2.758
C 2.953 2.731 -3.199
Cl 4.332 1.946 -3.973
H 2.557 3.447 -3.909
H 3.289 3.248 -2.308
*
```

Values from the calculation:
LUMO level, eV: 0.1878
Gap between HOMO and LUMO, eV: 10.6
E_tot, eV: -156685.9609
SMILES: ClCCl.ClCCl.ClCCl.ClCCl.ClCCl.ClCCl
Energy above the lowest of the compared OMol25 structures with the same formula, charge and spin, kcal per mole: 0.7
Highest occupied orbital energy, eV: -10.4043

| no. | M (g/mol) |
| --- | --- |
| 1 | 84.16 |
| 2 | 84.16 |
| 3 | 84.16 |
| 4 | 84.16 |
| 5 | 454.53 |
| 6 | 473.53 |
| 7 | 473.53 |
| 8 | 204.45 |
| 9 | 184.23 |
| 10 | 941.31 |
| 11 | 375.92 |
| 12 | 509.60 |